Molecular formula: C34H65N4O22
Method: DFT, the ωB97M-V functional and the def2-TZVPD basis

CARTESIAN COORDINATES (ANGSTROEM)
C1 10.3598 -0.2414 2.6479
C2 9.7468 1.1557 2.8263
C3 8.9728 1.2657 4.1417
C4 8.9824 1.6602 1.5883
C5 7.5512 1.1636 1.3861
C6 7.3735 -0.3513 1.5388
C7 6.5526 1.9906 2.2259
O1 5.6350 1.0928 2.8826
N1 4.4779 1.7256 3.3510
C8 4.5605 2.8481 4.1534
N2 4.5847 2.7704 5.5403
N3 4.5769 4.0527 3.6499
C9 3.2276 1.1199 3.1062
C10 2.0574 1.8687 3.0205
C11 0.8658 1.1868 2.8163
C12 0.9061 -0.2019 2.6942
N4 2.0246 -0.9258 2.7396
C13 3.1554 -0.2708 2.9526
H1 11.3372 -0.3016 3.1110
H2 10.4237 -0.5135 1.5992
H3 9.7427 -1.0066 3.1148
H4 10.5941 1.8314 2.9400
H5 8.7559 2.3192 4.3320
H6 9.6238 0.9528 4.9522
H7 8.0431 0.7053 4.1420
H8 8.9914 2.7520 1.6174
H9 9.5675 1.3859 0.7139
H10 7.2858 1.3778 0.3529
H11 7.4443 -0.7047 2.5580
H12 6.4326 -0.6480 1.0871
H13 8.1450 -0.8285 0.9417
H14 5.9561 2.6141 1.5586
H15 7.0724 2.5932 2.9680
H16 5.0880 1.9226 5.7966
H17 3.6409 2.6436 5.9107
H18 4.7665 4.1262 2.6536
H19 5.0113 4.7785 4.2136
H20 2.0622 2.9459 3.1042
H21 -0.0736 1.7083 2.7484
H22 -0.0237 -0.7344 2.5517
H23 4.0694 -0.8440 2.9916
C14 -5.7312 -1.6750 1.9833
O2 -5.1158 -2.8380 2.5567
C15 -3.8126 -2.7285 2.7659
O3 -3.1301 -1.7628 2.5250
O4 -3.3682 -3.8697 3.2935
C16 -1.9639 -3.8616 3.5431
H24 -6.7854 -1.9083 1.8660
H25 -5.6217 -0.8184 2.6452
H26 -5.3032 -1.4546 1.0074
H27 -1.7112 -3.0711 4.2479
H28 -1.4161 -3.7224 2.6127
H29 -1.7063 -4.8245 3.9732
C17 -5.6553 2.1868 -3.8546
O5 -4.3319 2.1590 -3.2968
C18 -4.2031 1.3736 -2.2315
O6 -5.0692 0.7202 -1.7176
O7 -2.9314 1.4407 -1.8218
C19 -2.6494 0.6391 -0.6742
H30 -5.6153 2.8556 -4.7090
H31 -5.9514 1.1953 -4.1894
H32 -6.3699 2.5696 -3.1290
H33 -2.8321 -0.4126 -0.8844
H34 -3.2478 0.9586 0.1769
H35 -1.5958 0.7820 -0.4491
C20 13.3842 -5.3000 2.9207
O8 12.4660 -5.7716 1.9306
C21 11.4496 -4.9527 1.6862
O9 11.2537 -3.8885 2.2152
O10 10.6808 -5.5111 0.7524
C22 9.5407 -4.7363 0.3851
H36 14.1501 -6.0637 3.0117
H37 13.8389 -4.3629 2.6061
H38 12.8827 -5.1701 3.8775
H39 9.8460 -3.7767 -0.0292
H40 8.8877 -4.5828 1.2427
H41 9.0158 -5.3087 -0.3736
C23 -5.9387 9.0304 -1.1569
O11 -4.8181 8.1520 -1.2955
C24 -5.1261 6.9465 -1.7702
O12 -6.2258 6.5662 -2.0717
O13 -4.0042 6.2312 -1.8538
C25 -4.1974 4.9050 -2.3541
H42 -5.5462 9.9642 -0.7659
H43 -6.4086 9.2078 -2.1220
H44 -6.6649 8.6187 -0.4591
H45 -4.6055 4.9308 -3.3617
H46 -4.8560 4.3414 -1.6953
H47 -3.2205 4.4331 -2.3747
C26 -1.1486 2.4714 -4.6186
O14 -0.0257 1.5932 -4.7566
C27 -0.3393 0.3843 -5.2164
O15 -1.4425 0.0002 -5.5017
O16 0.7821 -0.3325 -5.3041
C28 0.5886 -1.6617 -5.7941
H48 -0.7648 3.4139 -4.2373
H49 -1.6210 2.6444 -5.5838
H50 -1.8677 2.0677 -3.9137
H51 0.1738 -1.6438 -6.7996
H52 -0.0663 -2.2240 -5.1314
H53 1.5709 -2.1243 -5.8143
C29 -6.3040 -2.1953 -5.4620
O17 -7.2693 -2.3183 -6.5090
C30 -8.1472 -1.3189 -6.5656
O18 -8.1824 -0.3704 -5.8257
O19 -8.9780 -1.5506 -7.5782
C31 -9.9832 -0.5496 -7.7568
H54 -5.6644 -3.0695 -5.5353
H55 -5.7052 -1.2961 -5.5952
H56 -6.7914 -2.1796 -4.4889
H57 -9.5294 0.4162 -7.9697
H58 -10.6149 -0.4784 -6.8738
H59 -10.5795 -0.8668 -8.6067
C32 -12.5158 -2.9053 0.6377
O20 -11.9228 -4.0770 1.2037
C33 -10.6151 -3.9780 1.4236
O21 -9.9298 -3.0156 1.1911
O22 -10.1908 -5.1267 1.9478
C34 -8.7911 -5.1486 2.2271
H60 -13.5711 -3.1287 0.5151
H61 -12.3979 -2.0548 1.3060
H62 -12.0747 -2.6822 -0.3316
H63 -8.5329 -4.3782 2.9514
H64 -8.2151 -5.0128 1.3137
H65 -8.5668 -6.1239 2.6482

Forces on the atoms, in the same order (eV/Å):
C -0.62 -0.08 0.10
C 0.18 -0.11 0.01
C 0.41 0.58 -0.28
C 0.18 -0.12 0.39
C -0.19 0.04 0.09
C 0.14 0.30 -0.54
C -0.21 -0.39 -0.45
O 0.05 0.16 0.23
N 0.05 0.80 -0.46
C -0.22 -0.22 0.64
N -0.37 -0.55 -0.26
N 1.66 -0.34 -0.43
C -0.20 -0.67 0.16
C 0.01 -0.19 0.00
C 0.47 -0.38 0.09
C -0.29 0.31 -0.06
N -0.01 0.39 0.04
C 0.16 0.18 0.07
H 0.20 -0.03 -0.02
H 0.31 -0.02 -0.13
H -0.05 -0.12 0.06
H 0.06 0.18 -0.11
H -0.19 0.08 0.11
H -0.12 -0.27 0.19
H -0.05 -0.23 0.13
H -0.15 0.14 -0.08
H 0.05 -0.02 -0.16
H 0.06 0.05 -0.16
H -0.03 -0.11 0.14
H -0.25 -0.14 0.21
H 0.17 -0.14 0.07
H 0.01 0.24 -0.05
H -0.04 0.12 0.10
H -0.11 -0.10 0.00
H 0.04 0.55 0.25
H -0.56 0.04 -0.06
H -0.54 0.15 0.21
H 0.02 0.13 -0.01
H -0.11 0.08 0.00
H -0.05 -0.18 -0.03
H 0.08 -0.15 0.00
C -0.22 0.10 -0.12
O -0.03 0.01 -0.01
C -0.10 -0.08 0.01
O 0.05 0.12 -0.06
O -0.01 0.03 -0.02
C 0.24 -0.09 0.09
H 0.02 -0.13 0.05
H 0.10 0.00 -0.01
H 0.08 0.03 0.04
H 0.04 0.04 -0.05
H 0.03 0.06 0.02
H -0.17 -0.05 -0.01
C -0.19 0.00 -0.20
O -0.03 -0.03 -0.03
C 0.00 0.01 -0.07
O -0.03 -0.04 0.04
O 0.05 0.06 0.02
C 0.14 -0.10 0.19
H 0.13 0.02 0.02
H -0.04 -0.02 0.09
H 0.01 -0.08 0.06
H -0.09 0.00 0.03
H -0.08 -0.07 -0.02
H 0.02 0.07 -0.11
C 0.16 -0.03 0.10
O 0.01 -0.03 0.00
C 0.04 -0.09 -0.03
O -0.05 0.11 0.03
O -0.01 -0.02 -0.02
C -0.15 0.01 -0.10
H -0.05 -0.06 -0.07
H -0.06 0.04 0.02
H -0.03 0.07 -0.02
H 0.01 0.03 0.07
H 0.04 0.06 0.03
H 0.07 -0.07 0.01
C -0.07 0.18 0.05
O 0.04 0.01 0.02
C 0.04 0.04 0.01
O -0.05 -0.03 -0.01
O 0.05 -0.02 0.01
C 0.14 -0.11 0.00
H 0.09 -0.04 0.00
H -0.04 -0.07 0.00
H -0.03 -0.05 -0.06
H -0.10 0.01 0.03
H -0.09 0.04 -0.05
H 0.06 0.10 0.05
C -0.12 0.24 0.04
O 0.05 0.05 0.01
C 0.05 0.02 0.03
O -0.06 -0.03 0.00
O 0.04 0.00 0.02
C 0.08 -0.16 -0.05
H 0.17 -0.06 -0.01
H -0.04 -0.10 0.00
H -0.05 -0.07 -0.07
H -0.08 0.01 0.03
H -0.07 0.03 -0.04
H 0.04 0.09 0.03
C 0.13 -0.07 0.09
O 0.02 -0.03 -0.01
C 0.01 -0.09 -0.04
O 0.03 0.11 0.05
O -0.01 -0.02 -0.02
C -0.15 0.06 -0.10
H -0.05 -0.03 -0.08
H -0.04 0.04 0.03
H -0.02 0.08 -0.01
H 0.02 0.02 0.08
H 0.06 0.05 0.04
H 0.06 -0.08 -0.01
C -0.16 0.08 -0.07
O -0.02 -0.02 0.00
C -0.06 -0.05 0.02
O 0.04 0.06 -0.01
O 0.00 -0.02 0.00
C 0.25 -0.11 0.10
H 0.02 -0.09 0.04
H 0.08 0.01 -0.02
H 0.07 0.04 0.03
H 0.02 0.06 -0.07
H -0.01 0.10 0.01
H -0.17 -0.04 -0.01

* HOMO energy: -0.4357 Ha
* molecular weight: 881.900 g mol⁻¹
* electronic energy: -87308.7546 eV
* 2S+1: 1
* charge: +1

***

Molecular formula: C5H14ClN3
Method: DFT, the ωB97M-V functional and the def2-TZVPD basis

CARTESIAN COORDINATES (ANGSTROEM)
C1 -0.9791 0.5734 -1.8474
C2 0.2826 0.4769 0.0270
C3 -2.3270 2.7676 -1.1947
C4 2.4125 -2.1139 1.7753
C5 0.7156 -0.8240 0.6148
N1 1.2722 -1.4116 -0.5333
N2 -1.2365 2.0836 -1.9867
N3 1.8566 -0.7489 1.6126
Cl1 1.2282 1.7450 0.2869
H1 -1.7314 -0.0583 -1.4701
H2 -3.4023 2.3510 -1.1076
H3 -2.0179 2.9213 -0.1982
H4 -2.3768 3.7786 -1.7425
H5 2.8403 -2.6617 0.8366
H6 3.2282 -2.0953 2.5198
H7 1.7149 -2.7828 2.2417
H8 -0.0907 -1.5004 1.1345
H9 1.7125 -0.6281 -1.0230
H10 0.5356 -1.9153 -1.0971
H11 -0.5155 2.6989 -1.7430
H12 -1.5272 2.2259 -2.9002
H13 2.5411 -0.0940 1.2685
H14 1.3918 -0.3172 2.5163

Forces on the atoms, in the same order (eV/Å):
C 4.43 1.42 1.00
C -3.41 -1.15 -1.77
C -2.52 1.82 -1.25
C 2.51 -1.91 0.33
C -1.38 -1.03 1.61
N -0.95 -0.45 -1.69
N -3.33 -3.04 3.53
N -2.39 0.35 1.61
Cl 1.24 1.76 0.16
H -1.91 0.15 0.69
H 2.07 0.00 -0.88
H 0.68 0.15 1.07
H -0.33 -1.26 1.20
H -1.05 1.79 1.49
H -0.20 0.41 -0.45
H -0.88 -0.04 -0.03
H 1.25 1.55 -1.20
H 0.11 -1.00 -1.05
H 1.38 0.89 0.37
H 2.40 0.39 -0.28
H -0.05 0.15 -2.83
H 0.64 0.30 0.05
H 1.69 -1.23 -1.69

* HOMO energy (alpha / beta): -0.6008 / -0.6007 Ha
* molecular weight: 151.641 g mol⁻¹
* electronic energy: -22380.3594 eV
* 2S+1: 1
* charge: +2

***

Molecular formula: C5H15NO2
Method: DFT, the ωB97M-V functional and the def2-TZVPD basis

CARTESIAN COORDINATES (ANGSTROEM)
C1 0.2250 0.3749 -3.1810
C2 -0.1029 -0.0951 -1.9674
C3 0.7866 0.1111 -0.8313
C4 0.5082 1.4596 -0.1774
C5 -0.8594 1.5750 0.4974
N1 -0.9146 0.6546 1.6715
H1 -0.2300 0.3581 -4.1259
H2 1.0413 1.0546 -3.3451
H3 -1.0005 -0.7090 -1.6699
H4 1.8556 0.1316 -1.1693
H5 0.8049 -0.7779 -0.1504
H6 1.2293 1.6359 0.5868
H7 0.7197 2.3784 -0.8662
H8 -1.0824 2.6339 0.6727
H9 -1.7695 1.1747 -0.1045
H10 -1.4792 0.8714 2.3489
H11 -0.0962 0.5301 2.1333
O1 -0.8568 -2.4487 0.9417
H12 -1.1332 -1.5316 1.0846
H13 -1.6126 -3.0222 0.8387
O2 1.3524 -1.7775 2.3244
H14 0.7210 -2.1042 1.7876
H15 1.8934 -2.4775 2.7007

Forces on the atoms, in the same order (eV/Å):
C -0.14 0.34 1.11
C -0.92 -1.00 -1.48
C 2.33 0.05 0.70
C -0.37 1.29 -0.57
C -1.80 -1.32 -0.41
N 1.40 -1.04 -5.78
H -1.63 -0.82 -0.77
H 0.97 -0.03 0.79
H 0.75 0.68 -1.14
H -0.80 0.13 0.03
H -0.47 1.03 -0.20
H 0.69 0.00 0.93
H -0.73 -1.89 0.65
H 0.10 -0.16 0.53
H 1.75 0.98 0.20
H -4.71 1.88 4.19
H 3.62 -0.41 1.10
O 0.45 -0.02 -0.23
H -0.38 0.21 0.09
H -0.33 0.10 0.04
O 3.90 2.39 3.21
H -3.34 -2.35 -2.72
H -0.32 -0.03 -0.28

* HOMO energy: -0.3431 Ha
* molecular weight: 121.180 g mol⁻¹
* electronic energy: -11011.5042 eV
* 2S+1: 1
* SMILES string: C=CCCCN.O.O

***

Molecular formula: C8H10IrO6P
Method: DFT, the ωB97M-V functional and the def2-TZVPD basis

CARTESIAN COORDINATES (ANGSTROEM)
O1 -2.9644 2.6915 -5.1738
C1 -2.2919 2.2764 -4.3551
Ir1 0.4622 0.9589 -0.3903
O2 -1.8341 -1.0184 0.0919
C2 -0.8949 -0.3419 -0.0520
C3 2.5432 -0.4380 2.1356
O3 3.1534 -1.1848 2.7662
C4 0.6108 2.3624 0.8627
O4 0.6240 3.2783 1.5797
C5 1.7898 0.7954 -1.7343
O5 2.5554 0.7851 -2.6125
H1 -0.3958 1.6491 -1.3406
C6 -1.6483 -2.8470 3.0511
P1 0.0177 -2.9249 2.3330
C7 1.0187 -3.8304 3.5429
C8 -0.1522 -4.0171 0.8976
O6 0.5775 -1.5418 2.0541
H2 -1.6344 -2.1352 3.8902
H3 -1.9475 -3.8502 3.3949
H4 -2.3312 -2.4668 2.2772
H5 0.6263 -4.8458 3.7099
H6 2.0549 -3.8893 3.1933
H7 1.0258 -3.2703 4.4842
H8 -0.9158 -3.5987 0.2341
H9 0.7981 -4.0475 0.3466
H10 -0.4405 -5.0403 1.2001

Forces on the atoms, in the same order (eV/Å):
O 2.19 -1.35 2.67
C -2.45 1.55 -3.07
Ir 1.03 -1.75 1.35
O 3.10 2.22 -0.50
C -3.74 -3.19 0.83
C 2.57 -1.90 1.87
O -1.79 2.20 -1.84
C 0.43 5.02 4.30
O -0.05 -3.48 -2.72
C 4.73 -0.51 -4.25
O -3.01 0.06 3.27
H -2.20 1.91 -2.25
C -0.44 1.27 0.28
P -0.86 -4.86 0.33
C 0.71 0.41 0.57
C 0.34 0.60 -0.19
O -0.56 1.71 -0.30
H -0.10 -0.32 -0.13
H 0.36 0.22 -0.23
H 0.14 -0.24 0.26
H -0.15 0.41 -0.28
H -0.16 -0.03 -0.11
H -0.08 -0.10 -0.07
H 0.02 -0.22 0.05
H -0.18 -0.16 0.15
H 0.13 0.53 0.01

* ⟨S²⟩: 8.789
* HOMO energy (alpha / beta): -0.6655 / -0.7777 Ha
* molecular weight: 425.353 g mol⁻¹
* electronic energy: -32829.2922 eV
* 2S+1: 6
* charge: +3

***

> The highest molecular weight belongs to which entry?

C34H65N4O22